Below is an isolated ion of composition C5H13N2O and charge +1, with properties calculated with the ωB97M-V functional and the def2-TZVPD basis.

## Properties
- Energy above the lowest of the compared OMol25 structures with the same formula, charge and spin: 28.5 kJ/mol
- SMILES string: CCC[C@@H]([NH3+])C(N)=O
- Gap between HOMO and LUMO: 11.71 eV
- Total charge: +1

Atoms and positions in Å:
C: 2.854555 0.159766 0.711084
C: 1.605869 0.466385 -0.126957
C: 0.322106 -0.194555 0.381769
C: -0.910185 0.310716 -0.362112
N: -0.802918 -0.069925 -1.823982
C: -2.183773 -0.425553 0.094368
N: -2.572137 -0.266256 1.354793
O: -2.775463 -1.134192 -0.710626
H: 3.467475 -0.638566 0.294113
H: 2.574721 -0.194356 1.707735
H: 3.445030 1.056330 0.833782
H: 1.793668 0.260622 -1.190362
H: 1.423519 1.542708 -0.094146
H: 0.335816 -1.287059 0.414592
H: 0.222926 0.069629 1.422631
H: -0.981959 1.392458 -0.309090
H: -0.068657 -0.765005 -1.950640
H: -1.730244 -0.504077 -2.039245
H: -0.549353 0.746679 -2.377725
H: -3.346310 -0.816381 1.703475
H: -2.124685 0.290632 2.066544

Atoms 1-6, force components in eV/Å:
C -0.4 -0.5 0.2
C 0.0 0.1 -0.1
C 0.2 0.2 0.0
C 0.2 -0.9 -0.1
N 0.2 0.4 0.4
C -0.3 0.1 -0.2